Computed, not measured: a cluster of 2 separate species, C7H18NP2S in total, with ωB97M-V/def2-TZVPD.

Results
LUMO = -3.26 eV
Total energy = -1412.7160 a.u.
Net charge = +1
Frontier orbital gap = 8.903 eV
Strongest force on any atom = 5.2 eV/A

Element x y z (Å)
C1 3.671136 -0.568239 1.073017
C2 2.822483 -1.527420 0.725310
C3 -4.258713 -0.832625 0.258263
C4 1.966412 -1.415684 -0.514583
C5 -2.924993 -0.466872 -0.240731
C6 -0.246214 1.307827 -1.422362
C7 -0.194332 0.269043 0.422699
N1 0.853014 0.985543 1.143759
P1 1.464300 1.818627 -1.844153
P2 -1.915986 0.409420 1.142472
S1 0.226478 -1.445628 0.030580
H1 4.162721 -0.590138 2.019461
H2 3.814614 0.473691 0.558779
H3 2.619989 -2.322515 1.462992
H4 -4.822483 0.061800 0.815577
H5 -4.831366 -1.407176 -0.435076
H6 -4.211750 -1.694501 1.045622
H7 2.029628 -2.326271 -1.081857
H8 2.082638 -0.521584 -1.268361
H9 -2.891491 0.404542 -1.020737
H10 -2.373497 -1.296933 -0.809602
H11 -0.683398 0.581268 -2.032686
H12 -0.879632 2.051715 -1.148124
H13 1.682375 0.427446 1.587154
H14 1.342363 1.729592 0.621235
H15 0.502201 1.566401 2.041999
H16 1.594729 3.315537 -1.845413
H17 1.178190 1.724442 -3.092392
H18 -1.779415 -0.711308 1.807156

Forces on the atoms, in the same order (eV/Å):
0.0 2.5 -0.3
-0.1 1.1 -0.3
-1.6 -0.5 3.7
-0.5 1.0 -0.6
2.7 2.0 -2.3
2.3 -1.7 3.8
-0.1 0.5 -4.0
1.5 2.0 4.6
1.0 1.4 2.9
-0.3 1.1 -2.1
-0.4 0.3 0.3
0.5 -0.3 0.5
-0.2 -2.4 0.3
0.2 0.1 -0.9
1.0 -2.0 -1.6
-0.8 0.5 -1.1
0.4 1.7 -0.8
0.1 -0.4 -0.5
0.4 -1.8 1.9
-0.8 -1.5 1.1
-0.7 1.0 1.3
-0.4 -1.0 -1.0
-2.0 2.2 0.6
-1.6 0.2 -1.2
-0.1 -0.4 -0.5
0.3 -1.6 -2.3
-0.8 -1.5 0.2
-0.2 -0.3 -3.7
0.3 -2.3 2.0

---

Computed, not measured: the ion C7H18NSi with charge +1, with ωB97M-V/def2-TZVPD.

Results
LUMO (alpha / beta) = -4.49 / -3.24 eV
Total energy = -621.3236 a.u.
Net charge = +1
Frontier orbital gap (alpha / beta) = 6.990 / 9.360 eV
Strongest force on any atom = 5.3 eV/A

Element x y z (Å)
C1 -0.370661 -2.659386 -0.157296
C2 -0.387551 -2.028968 -1.518737
C3 -1.394679 -2.286790 0.876971
C4 -0.018021 0.501529 0.680752
C5 1.268936 -0.061539 1.270024
C6 0.299417 2.901375 0.335634
C7 1.339538 1.364686 -1.280392
N1 0.182234 1.572864 -0.410046
Si1 -1.594533 -0.424166 0.877567
H1 -0.355297 -3.739800 -0.414955
H2 0.604480 -2.305805 0.110486
H3 0.560882 -2.003873 -2.089158
H4 -1.262442 -1.714850 -2.004815
H5 -2.315957 -2.726517 0.661086
H6 -0.960835 -2.578598 1.754511
H7 1.968581 0.644952 1.790432
H8 1.825737 -0.597643 0.447813
H9 0.948514 -0.833461 2.005303
H10 -0.515331 2.908236 1.125392
H11 1.229425 3.181074 0.751339
H12 -0.166470 3.606723 -0.470732
H13 2.182077 1.399987 -0.597415
H14 1.460517 0.400677 -1.719867
H15 1.339975 2.146397 -1.997192
H16 -0.696877 1.607637 -0.964350
H17 -2.217851 0.166967 -0.442296
H18 -1.856863 -0.221378 2.320733

Forces on the atoms, in the same order (eV/Å):
0.5 -0.3 -2.6
1.0 0.3 0.4
0.9 1.9 -2.8
2.1 -0.1 -1.0
-0.2 -0.1 -0.2
-4.8 1.1 -2.0
1.0 0.0 1.1
-0.8 -1.1 2.2
-0.2 0.2 -0.7
0.2 0.2 0.8
0.8 -0.7 1.1
-0.8 -0.1 0.3
-1.1 0.3 -0.7
-1.6 -0.9 0.1
0.4 -0.8 2.8
-0.7 -0.4 -0.5
-0.3 0.5 0.9
0.4 0.5 -0.4
1.2 -0.2 -0.7
1.1 -0.2 -0.1
1.6 -0.5 1.6
0.4 0.6 -0.2
-0.9 -0.7 -0.5
0.3 0.6 -0.7
0.6 -0.1 0.5
-0.4 -0.5 1.5
-0.8 0.7 -0.2

---

Computed, not measured: the ion C7H18P with charge +1, with ωB97M-V/def2-TZVPD.

Results
LUMO = -2.75 eV
Total energy = -618.5736 a.u.
Net charge = +1
Frontier orbital gap = 12.177 eV
Strongest force on any atom = 4.3 eV/A

Element x y z (Å)
C1 -0.853172 1.935661 1.294222
C2 -2.584737 1.259258 -0.452169
C3 0.124497 -2.368162 0.043685
C4 2.087636 -0.889432 -1.599707
C5 1.974937 -0.358714 1.191742
C6 -0.352949 0.377804 -0.796016
C7 -1.369879 0.819632 0.366841
P1 0.940147 -0.719299 -0.222898
H1 -0.171185 2.645092 0.911338
H2 -0.444123 1.586162 2.129108
H3 -1.757392 2.421321 1.528683
H4 -2.270016 1.696287 -1.363911
H5 -3.187184 2.120012 0.004168
H6 -3.376207 0.539331 -0.656021
H7 0.792057 -2.860586 0.819044
H8 -0.000152 -2.806531 -1.037547
H9 -0.846963 -2.218666 0.572123
H10 2.608471 -1.872405 -1.523678
H11 2.865987 -0.014502 -1.497142
H12 1.570653 -1.141708 -2.566239
H13 2.006674 0.690010 1.462054
H14 3.008284 -0.579639 1.001817
H15 1.797660 -1.168014 2.065465
H16 -1.093180 -0.257818 -1.451199
H17 -0.053764 1.234278 -1.319610
H18 -1.416102 -0.069374 1.095848

Forces on the atoms, in the same order (eV/Å):
-1.8 0.2 -3.3
-2.1 1.3 1.9
0.5 0.7 -0.2
1.2 -0.5 -0.3
-0.2 -1.7 2.3
-2.9 -1.8 1.7
1.7 -1.0 -0.1
-0.2 -1.6 -1.3
0.6 0.8 -1.0
1.6 -1.7 3.6
-0.8 1.1 0.8
0.4 0.2 -1.1
1.0 -1.2 -0.1
0.4 -0.5 -0.1
-0.7 -0.2 -1.5
0.3 0.3 2.5
0.6 -0.1 -0.7
0.2 0.8 0.7
-1.6 -1.7 -0.9
0.3 1.4 0.6
-0.5 0.0 0.6
0.6 -0.2 -0.9
-0.2 2.4 -1.6
2.0 0.8 0.8
0.8 1.1 -0.8
-1.0 1.0 -1.4

---

Computed, not measured: a structure of composition C7H19AgClO6P, with ωB97M-V/def2-TZVPD.

Results
LUMO = -0.98 eV
Total energy = -1678.1125 a.u.
Frontier orbital gap = 8.268 eV
Strongest force on any atom = 1.2 eV/A

Element x y z (Å)
Ag1 -0.335946 -2.004806 0.769670
Cl1 -2.394956 -0.564464 1.042047
C1 -0.237409 2.478491 1.074172
O1 -0.548725 3.489482 0.095781
P1 -0.059498 4.978554 0.280884
O2 -0.312202 5.830416 -0.870242
O3 1.464198 4.881095 0.715793
C2 2.398220 4.244285 -0.142849
O4 -0.656834 5.442719 1.670633
C3 -1.920868 6.086984 1.687296
H1 -1.172967 1.993949 1.333787
H2 0.199666 2.912944 1.974847
H3 0.482788 1.789320 0.638156
H4 2.109074 4.300785 -1.193384
H5 2.542810 3.195585 0.127871
H6 3.357141 4.743726 -0.018157
H7 -1.798449 7.166729 1.782119
H8 -2.554183 5.723335 2.493962
H9 -2.498879 5.948681 0.769033
C4 -1.983846 -2.971890 -1.790368
O5 -0.813986 -3.344629 -1.061056
C5 0.129100 -4.087543 -1.817570
C6 1.115434 -4.741208 -0.889579
O6 0.456989 -5.675745 -0.079734
C7 1.343748 -6.301569 0.823371
H10 -2.479357 -2.163247 -1.257219
H11 -2.667511 -3.823848 -1.835250
H12 -1.736219 -2.656977 -2.806623
H13 0.675086 -3.402614 -2.476928
H14 -0.384617 -4.852539 -2.405251
H15 1.646006 -3.990556 -0.277488
H16 1.868776 -5.222401 -1.530966
H17 0.888905 -7.222056 1.176545
H18 1.582154 -5.630699 1.657172
H19 2.296354 -6.550287 0.339525

Forces on the atoms, in the same order (eV/Å):
-1.0 0.5 0.1
0.9 -0.5 0.0
-0.1 0.4 0.2
0.1 -0.1 -0.3
0.4 -0.1 0.3
-0.4 0.0 -0.3
0.0 -0.1 0.3
0.4 -0.1 -0.3
0.0 0.0 0.2
-0.9 0.7 -0.4
0.1 -0.3 -0.1
0.0 0.1 0.0
-0.2 -0.1 -0.1
-0.1 0.1 0.0
-0.2 0.0 0.1
-0.1 0.1 0.0
0.2 -0.1 0.2
0.4 -0.2 0.2
0.3 -0.2 -0.1
-0.3 -0.2 0.0
0.1 0.1 0.0
0.0 0.2 0.2
0.0 0.0 -0.2
0.1 -0.1 -0.1
0.3 0.1 -0.1
0.1 0.0 0.1
0.1 0.0 -0.1
0.1 0.1 0.0
-0.1 -0.1 -0.2
0.0 0.0 0.0
-0.1 0.1 0.0
0.1 -0.1 0.2
-0.1 0.1 0.1
-0.1 -0.1 0.1
-0.1 -0.1 -0.1

---

Computed, not measured: a structure of composition C7H19IO2Pd, with ωB97M-V/def2-TZVPD.

Results
LUMO = 5.35 eV
Total energy = -853.9145 a.u.
Net charge = -2
Frontier orbital gap = 3.681 eV
Strongest force on any atom = 6.7 eV/A

Element x y z (Å)
C1 0.380515 -1.717429 -2.859243
C2 1.506182 1.280640 -2.376979
H1 1.458205 -1.521581 -2.646953
H2 0.205062 -1.427014 -3.890908
H3 -0.224695 -2.494388 -2.346874
H4 1.294632 2.021070 -1.594844
H5 2.185434 0.405925 -2.280378
H6 1.236740 1.340529 -3.429155
Pd1 -0.037077 0.092497 -2.172515
C3 -1.227950 1.605944 -1.107574
H7 -1.068716 2.492622 -1.754014
H8 -0.736413 1.751852 -0.134174
H9 -2.307834 1.473221 -0.930459
I1 -1.857023 -1.317148 -0.634499
C4 2.403895 -0.710267 0.598863
O1 1.077640 -0.307959 0.904499
C5 0.563271 -1.048720 1.989693
C6 -0.753618 -0.475749 2.504542
O2 -1.085458 0.726560 1.864421
C7 -2.436017 1.128470 2.061650
H10 3.086241 -0.527414 1.449049
H11 2.729455 -0.109703 -0.259343
H12 2.469709 -1.782270 0.333000
H13 0.379078 -2.083064 1.660017
H14 1.278623 -1.037910 2.830890
H15 -1.528584 -1.242498 2.341582
H16 -0.638312 -0.273246 3.585154
H17 -3.135784 0.280531 2.197785
H18 -2.501950 1.796691 2.942826
H19 -2.715241 1.679796 1.153940

Forces on the atoms, in the same order (eV/Å):
2.4 -0.7 -1.0
1.0 -1.1 -0.7
-0.2 -1.5 -0.1
-0.3 -0.9 -0.6
1.0 0.5 -0.7
0.7 0.0 -0.6
0.6 1.3 0.5
0.4 1.3 -0.4
-5.7 0.4 3.5
0.9 1.4 -0.5
-0.2 0.2 0.3
0.0 0.1 -0.3
0.4 -0.1 -0.4
-1.1 -1.1 0.2
-0.4 0.2 -0.2
0.8 -0.2 0.6
0.3 0.1 -0.4
-0.3 0.2 0.2
-0.6 -0.1 0.4
0.4 0.0 -0.1
-0.1 0.0 0.0
-0.2 -0.2 0.2
-0.2 0.3 0.0
0.2 0.0 0.1
0.2 -0.1 -0.2
0.0 0.4 0.1
-0.2 -0.2 0.1
0.4 0.2 -0.2
-0.1 -0.1 -0.1
0.0 -0.1 0.3

---

Computed, not measured: a cluster of 2 separate species, C7H19N3 in total, with ωB97M-V/def2-TZVPD.

Results
LUMO (alpha / beta) = -10.13 / -10.13 eV
Total energy = -441.5729 a.u.
Net charge = +2
Frontier orbital gap (alpha / beta) = 5.479 / 5.481 eV
Strongest force on any atom = 4.2 eV/A

Element x y z (Å)
C1 -2.150730 1.527818 -1.169186
C2 -2.724741 2.463146 -2.087974
C3 2.231080 -2.161417 2.921751
C4 -0.708819 -1.584295 -1.038397
C5 0.648293 1.250303 1.065433
C6 1.450800 -1.828191 1.747267
C7 -0.701779 -0.236897 -0.473181
N1 -1.276131 0.640405 -1.469754
N2 1.400653 0.606381 -1.078245
N3 0.550784 0.308062 0.023471
H1 -2.515573 1.658129 -0.150925
H2 -3.753377 2.224779 -2.072072
H3 -2.717782 3.522979 -1.749033
H4 -2.246659 2.397636 -3.121783
H5 1.642410 -1.746283 3.771987
H6 2.225584 -3.230482 3.097738
H7 3.319339 -1.807057 3.010258
H8 -0.305716 -1.422969 -2.095088
H9 -1.816799 -2.046947 -1.162841
H10 -0.052901 -2.279751 -0.462799
H11 0.392681 2.308352 0.997317
H12 0.100139 0.830812 1.871440
H13 1.651999 1.259518 1.533021
H14 0.462617 -2.121370 1.796613
H15 1.828321 -1.387671 0.851166
H16 -1.382096 -0.389047 0.465659
H17 1.689466 -0.214658 -1.544229
H18 -1.093405 0.443548 -2.395733
H19 2.238644 1.188870 -0.963840

Forces on the atoms, in the same order (eV/Å):
0.3 0.9 0.5
1.5 1.0 -2.3
1.4 2.4 -0.2
-0.3 -2.3 -2.6
0.6 0.6 2.2
2.8 -0.8 1.2
-1.4 0.6 3.9
-2.1 1.1 3.1
0.0 1.0 -0.9
1.4 -1.4 -1.2
0.5 -0.6 0.2
-1.6 -0.3 -0.5
0.3 -0.7 0.1
-1.0 0.1 1.3
0.1 -0.4 0.1
-0.5 -0.8 0.1
-1.7 -0.4 -0.6
-0.3 -1.2 1.1
2.7 1.2 0.5
-0.7 0.4 -0.7
-0.4 0.1 -0.9
-1.1 0.0 0.9
0.0 -0.1 -0.8
-2.2 -0.5 -0.2
0.2 0.2 -0.5
0.9 1.3 -1.5
0.3 -1.2 -0.4
0.9 -0.1 -2.6
-0.8 -0.1 0.8

---

Per-record ΔE to the lowest compared entry with this formula, charge and spin, eV: 2.1300, 5.9983, 1.5718, 0.3787, 0.0000, 4.7327